[1]
Entry from OMol25: 2 unconnected molecules or ions with the total composition C3H10NO3 in a non-equilibrium geometry (the ωB97M-V functional and the def2-TZVPD basis).

```
17
C3H10NO3, DFT the ωB97M-V functional and the def2-TZVPD basis
C -1.65804 0.49687 -1.26424
C -1.52090 -0.44411 -0.11379
C 0.44944 0.35107 1.06983
N -0.06789 1.16527 1.98014
O 3.17161 -1.36886 -0.07680
O 1.73071 0.27606 1.10287
O -0.12240 -0.40468 0.22733
H -1.17892 1.45923 -0.98033
H -1.02778 0.16655 -1.98655
H -2.60431 0.67151 -1.67629
H -1.80821 -1.43878 -0.25800
H -1.96843 -0.00760 0.74691
H 4.05326 -1.07149 -0.47074
H 0.58790 1.54057 2.64296
H -1.02135 1.11478 2.20940
H 3.47536 -2.11299 0.53897
H 2.23164 -0.47646 0.45452
```

Relative energy (zero: lowest compared OMol25 entry of this formula, charge and spin) in kcal/mol: 27.1
F_max in Eh/bohr: 0.0648
Total charge: +1
Lowest unoccupied orbital energy in eV: -3.00



[2]
Entry from OMol25: a molecular structure, C5H9NO in a non-equilibrium geometry (the ωB97M-V functional and the def2-TZVPD basis).

```
16
C5H9NO, DFT the ωB97M-V functional and the def2-TZVPD basis
N -0.98484 0.30223 1.11936
C -1.81595 0.46464 -0.12478
C -1.12945 -0.41279 -1.25974
C 0.08034 -1.06723 -0.57430
C 0.18356 -0.08199 0.58272
C 1.50455 0.69582 0.56795
O 2.42391 0.37199 -0.12851
H -1.67322 -0.54903 0.85547
H -2.88062 0.29154 0.01728
H -1.67598 1.49217 -0.46269
H -0.85404 0.34490 -1.98798
H -1.73586 -1.13011 -1.79250
H 1.00154 -1.16071 -1.13190
H -0.32011 -1.97287 -0.10183
H 1.18807 -0.32468 1.31686
H 1.41144 1.66894 1.05710
```

Spin multiplicity: 2
Relative energy (zero: lowest compared OMol25 entry of this formula, charge and spin) in kcal/mol: 127.7
F_max in Eh/bohr: 0.0802
Total charge: +1
Lowest unoccupied orbital energy (alpha / beta) in eV: -4.77 / -8.37



[3]
Entry from OMol25: a gas-phase ion, C5H8NO3 (charge +1) in a non-equilibrium geometry (the ωB97M-V functional and the def2-TZVPD basis).

```
17
C5H8NO3, DFT the ωB97M-V functional and the def2-TZVPD basis
C -0.47230 -2.69810 -0.21212
C -0.70248 -1.50791 -2.23140
C -0.48907 -1.39589 -0.86622
C -0.15369 -0.19654 -0.14747
C 0.97854 0.49599 1.83987
N -0.26967 1.02675 -0.63973
O -1.13388 -3.61917 -0.52131
O -0.61323 -0.61694 -3.20489
O 0.28494 -0.44745 1.01932
H 0.16660 -2.62343 0.79834
H -0.93031 -2.47573 -2.55254
H 1.60790 0.00777 2.48952
H 0.27325 1.11906 2.41553
H 1.40801 1.37427 1.21170
H 0.06331 1.88295 -0.24081
H -0.43576 0.36222 -2.97273
H -0.76914 1.16163 -1.40759
```

Relative energy (zero: lowest compared OMol25 entry of this formula, charge and spin) in kcal/mol: 20.7
Structure (SMILES): COC(=[NH2+])/C(C=O)=C\O
F_max in Eh/bohr: 0.1020
Total charge: +1
Lowest unoccupied orbital energy in eV: -4.73



[4]
Entry from OMol25: a molecular structure, C34H30N2O4PRu (the ωB97M-V functional and the def2-TZVPD basis).

```
72
C34H30N2O4PRu, DFT the ωB97M-V functional and the def2-TZVPD basis
Ru 1.32007 -0.07802 -0.53373
O 5.18072 -0.46735 -0.12391
C 4.00096 -0.48095 0.14134
O 3.17043 0.52877 0.09806
C 3.31064 -1.72260 0.69260
C 3.89519 -2.75482 1.40284
C 3.06350 -3.62739 2.10202
C 1.70062 -3.38946 2.14135
C 1.18643 -2.34368 1.38572
N 1.98716 -1.60339 0.60871
C -0.19008 -1.85525 1.54224
O -1.04262 -2.32249 2.20025
O -0.36520 -0.59662 0.84953
H 4.97263 -2.84014 1.42573
H 3.48783 -4.44847 2.66253
H 1.03344 -3.96922 2.76439
C -3.44132 -2.12093 0.38729
C -3.67556 -1.26137 1.60115
C -4.71319 -1.60746 2.45821
C -5.00457 -0.86185 3.58974
C -4.26045 0.26543 3.90059
C -3.22252 0.64027 3.06830
C -2.92543 -0.11579 1.92820
P -1.59061 0.49827 0.92225
C -0.86709 1.96604 1.63842
C -1.26550 3.16503 1.04028
C -0.78638 4.37343 1.50961
C 0.09958 4.38266 2.57539
C 0.48434 3.19413 3.17724
C 0.00812 1.96466 2.73882
C 0.44582 0.71573 3.45482
C -2.09032 0.78067 -0.75582
C -3.45502 0.61317 -1.04923
C -3.91337 0.71930 -2.34146
C -2.99805 0.97485 -3.35997
C -1.66533 1.18380 -3.07528
C -1.15895 1.15026 -1.76557
C 0.25587 1.49617 -1.51377
H -3.27622 -3.15264 0.69560
H -2.59109 -1.80634 -0.21239
H -4.31580 -2.10223 -0.26471
H -5.30547 -2.48421 2.22715
H -5.82167 -1.16383 4.23115
H -4.48356 0.84937 4.78222
H -2.64032 1.52080 3.30264
H -1.93732 3.14402 0.19083
H -1.09433 5.29699 1.03991
H 0.49079 5.32056 2.94588
H 1.16905 3.21742 4.01529
H 0.86148 0.96744 4.42915
H 1.23334 0.21052 2.88898
H -0.38428 0.02626 3.62600
H -4.15484 0.39889 -0.25288
H -4.96498 0.59621 -2.55897
H -3.33967 1.03387 -4.38528
H -0.97766 1.42629 -3.87567
H 0.30987 2.30864 -0.78116
H 0.70698 1.85399 -2.44094
C 4.56734 -0.77797 -5.93038
C 3.78529 -0.59200 -4.66564
C 3.95814 0.52728 -3.86083
C 3.25032 0.65128 -2.68175
N 2.38189 -0.28135 -2.27235
C 2.19591 -1.36060 -3.04326
C 2.87106 -1.54708 -4.23065
H 4.91328 0.17523 -6.32520
H 3.97441 -1.28170 -6.69237
H 5.44622 -1.39512 -5.73386
H 4.65173 1.30803 -4.14113
H 3.38272 1.49526 -2.02131
H 1.48117 -2.08862 -2.68100
H 2.68443 -2.44005 -4.81195
```

Relative energy (zero: lowest compared OMol25 entry of this formula, charge and spin) in kcal/mol: 23.6
F_max in Eh/bohr: 0.0158
Total charge: +1
Lowest unoccupied orbital energy (alpha / beta) in eV: -3.42 / -3.42



- Which of these has the highest F_max?
  C5H8NO3



- Look up the total charge of the fourth one.
  +1